Here is a molecular structure, C34H53HfN4OP2 at a distorted geometry from the OMol25 dataset. Energies are from ωB97M-V with the def2-TZVPD basis set.

E_LUMO (spin up / spin down): -10.31 / -10.31 eV
HOMO energy (spin up / spin down): -15.1 / -15.1 eV
Kohn-Sham gap (spin up / spin down): 4.81 / 4.81 eV
E: -63984.153 eV
Energy above the lowest of the compared OMol25 structures with the same formula, charge and spin: 320.0 kJ/mol
Charge: +3

XYZ file:
```
95
Properties=species:S:1:pos:R:3:forces:R:3
C -1.6310 -1.6526 -1.7162 -0.99 -0.74 -1.08
C 0.6990 -2.0196 -1.6888 0.30 0.24 0.24
C -1.7997 -2.5537 -2.7601 -0.55 0.92 1.06
C 0.5408 -3.0338 -2.6631 -0.32 -0.33 -0.62
C -0.7038 -3.2979 -3.1984 1.05 -0.49 0.33
H -2.7951 -2.6858 -3.1796 0.31 0.13 -0.09
H 1.4425 -3.5361 -3.0112 -0.32 0.08 -0.05
H -0.8326 -4.0715 -3.9535 0.09 0.20 0.12
N -0.4424 -1.5400 -1.0603 1.26 1.39 0.56
P -2.6464 0.0224 0.3138 -1.70 0.26 -1.26
P 2.6143 -0.4285 -0.1685 1.40 -1.33 -0.28
C -2.7468 -0.6633 -1.4120 0.19 -0.10 0.09
H -2.6744 0.1726 -2.1324 0.15 -0.32 0.35
H -3.7296 -1.1248 -1.5958 0.43 0.23 0.13
C 1.3991 1.4739 1.3454 4.04 5.63 2.34
O 2.0784 2.3533 1.7279 -3.23 -4.10 -1.67
C 1.9799 -1.4273 -1.4925 -0.52 -1.32 0.44
H 2.7718 -2.0016 -2.0040 -0.36 0.57 0.10
C 4.0132 0.4736 -1.1315 0.32 0.64 -0.04
C 3.3583 -1.4209 1.2974 0.02 0.38 -0.36
C -3.4196 1.7578 0.1828 0.03 -0.38 0.13
C -3.7497 -1.2134 1.2304 0.06 -0.05 0.48
C 3.8142 1.9641 -0.8255 0.41 0.35 -0.09
H 3.8634 2.1901 0.2456 0.14 -0.05 -0.27
H 4.6231 2.5339 -1.3202 -0.42 -0.17 0.21
H 2.8571 2.3303 -1.2159 0.17 0.05 0.08
C 5.4729 0.0851 -0.8259 0.22 -0.08 0.14
H 5.8007 0.2731 0.1990 -0.07 -0.04 -0.34
H 5.6866 -0.9560 -1.0996 -0.05 0.32 0.10
H 6.1121 0.7160 -1.4692 -0.31 -0.22 0.20
C 3.8808 0.2561 -2.6469 -0.07 0.04 -0.17
H 4.5056 1.0116 -3.1514 -0.17 -0.24 0.23
H 4.2537 -0.7326 -2.9456 -0.15 0.29 0.02
H 2.8570 0.3752 -3.0021 0.52 -0.15 -0.09
C 4.1428 -0.4393 2.1943 0.07 -0.17 0.04
H 3.5398 0.4343 2.4723 0.14 -0.22 0.13
H 4.4418 -0.9723 3.1134 -0.13 0.25 -0.26
H 5.0594 -0.0701 1.7221 -0.40 -0.20 0.29
C 2.2008 -2.0102 2.1210 0.05 -0.05 -0.33
H 1.5662 -1.2352 2.5816 0.11 0.05 0.02
H 1.5759 -2.6981 1.5315 0.07 0.02 0.05
H 2.6359 -2.5909 2.9519 -0.31 0.16 -0.20
C 4.2446 -2.5723 0.8125 0.08 -0.13 0.05
H 5.1822 -2.2288 0.3573 -0.38 -0.12 0.21
H 4.5061 -3.1887 1.6885 -0.02 0.11 -0.33
H 3.7111 -3.2079 0.0921 0.16 0.08 0.21
C -4.1662 -0.6359 2.5966 -0.25 -0.14 0.08
H -4.6709 -1.4332 3.1692 0.23 0.29 -0.17
H -3.3001 -0.2951 3.1817 -0.28 -0.03 -0.09
H -4.8830 0.1921 2.5045 0.27 -0.25 0.03
C -2.9106 -2.4864 1.4526 0.03 -0.11 0.01
H -2.6020 -2.9461 0.5039 -0.08 0.08 0.19
H -2.0138 -2.2932 2.0564 -0.22 -0.11 -0.08
H -3.5290 -3.2228 1.9914 0.22 0.21 -0.19
C -5.0193 -1.6147 0.4480 -0.07 0.03 -0.11
H -5.6733 -2.1876 1.1274 0.27 0.21 -0.21
H -5.5908 -0.7554 0.0804 0.12 -0.35 0.14
H -4.7904 -2.2724 -0.4020 -0.08 0.14 0.31
C -2.7098 2.5418 -0.9359 0.01 0.00 -0.04
H -2.9909 2.1828 -1.9339 0.04 0.14 0.23
H -3.0063 3.5992 -0.8678 0.03 -0.32 -0.02
H -1.6174 2.4983 -0.8577 -0.21 0.12 0.03
C -3.2132 2.4835 1.5220 -0.14 0.10 0.09
H -2.1557 2.5198 1.8210 -0.08 0.06 -0.10
H -3.5655 3.5209 1.4155 0.13 -0.29 0.08
H -3.7810 2.0265 2.3417 0.14 0.12 -0.22
C -4.9125 1.6491 -0.1496 -0.19 0.27 0.00
H -5.0893 1.0916 -1.0802 0.04 0.15 0.24
H -5.4969 1.1972 0.6615 0.18 0.16 -0.24
H -5.3073 2.6655 -0.3006 0.10 -0.24 0.02
Hf -0.0005 -0.0429 0.5771 -1.09 -2.54 -1.12
N 0.2475 1.1774 -1.1075 2.15 -0.54 -2.33
C 0.8590 1.0837 -2.1478 -3.53 2.10 1.85
C 0.9317 1.7634 -3.4073 0.62 -0.59 -1.27
C 0.9684 3.1707 -3.3921 -0.04 0.39 0.09
C 0.8961 1.0601 -4.6359 0.15 0.25 0.10
C 0.9522 3.8743 -4.5953 -0.07 -0.29 -0.03
H 0.9776 3.7020 -2.4354 0.07 -0.15 -0.38
C 0.9008 1.7697 -5.8369 -0.22 -0.16 0.20
H 0.8394 -0.0273 -4.6177 0.15 0.20 -0.10
C 0.9047 3.1719 -5.8134 0.19 -0.01 0.31
H 0.9728 4.9706 -4.5906 -0.03 -0.54 0.02
H 0.8801 1.2299 -6.7942 -0.03 0.31 0.55
H 0.8850 3.7264 -6.7523 0.03 -0.15 0.26
C -1.8229 0.5684 5.8888 -0.74 0.43 0.00
N -0.8499 -0.1281 5.0195 -1.14 0.42 -0.58
C 0.2880 -0.8238 5.6575 0.76 -0.53 -0.21
C -0.9672 -0.1167 3.7355 2.77 -0.77 -0.94
N -0.6371 -0.2407 2.5885 -1.43 0.57 2.82
H -1.5490 0.3533 6.9230 -0.18 0.10 -0.24
H -2.8424 0.2097 5.6888 0.36 0.01 0.16
H -1.7959 1.6532 5.7082 0.13 -0.37 0.13
H 0.2915 -1.8939 5.3941 -0.10 0.43 0.11
H 1.2456 -0.3713 5.3527 -0.41 -0.08 0.12
H 0.1598 -0.7156 6.7361 0.09 -0.06 -0.27
```
Positions in Å, forces in eV/Å.

Here are the Mulliken charges for atoms 1 to 5, given in e: 0.40 0.48 -0.82 -1.24 -1.00

***

Here is 3 unconnected molecules or ions with the total composition C4H11NO2 at a distorted geometry from the OMol25 dataset. Energies are from ωB97M-V with the def2-TZVPD basis set.

E_LUMO: -1.77 eV
HOMO energy: -8.8 eV
Kohn-Sham gap: 7.08 eV
E: -9906.437 eV
Energy above the lowest of the compared OMol25 structures with the same formula, charge and spin: 560.1 kJ/mol
Charge: 0

XYZ file:
```
18
Properties=species:S:1:pos:R:3:forces:R:3
C 0.4193 0.9206 1.4769 0.17 -1.30 1.38
N 1.2274 -0.0547 0.7116 -2.16 -0.08 -3.30
C 2.4603 0.6050 0.3222 0.57 -0.82 -0.17
C 0.5431 -0.5554 -0.4628 2.77 3.44 0.00
C -0.7008 -1.2326 -0.4368 -3.25 -1.90 1.06
O -1.3101 -1.7299 -1.3843 1.50 0.87 1.30
H 0.3797 1.8600 0.9526 0.05 0.49 -0.48
H -0.6011 0.5595 1.5761 0.02 0.07 0.18
H 0.8939 1.0473 2.4788 -0.45 -0.03 -0.74
H 3.1196 -0.0836 -0.1986 -0.02 -0.15 -0.09
H 2.9894 0.9298 1.2005 0.09 0.30 0.38
H 2.2433 1.4333 -0.3412 -0.09 0.47 -0.15
H 1.1128 -0.6161 -1.4100 0.00 -0.28 0.86
H -0.2854 1.3006 -1.5190 0.85 -1.48 0.94
H -1.1037 -1.3322 0.6361 0.19 -0.04 -1.23
H -3.0170 1.2663 -0.8312 0.71 -0.28 0.79
H -1.4276 0.8908 -0.7406 -2.95 1.07 1.76
O -2.3433 1.0677 -0.1384 2.00 -0.36 -2.50
```
Positions in Å, forces in eV/Å.

Here are the natural (NBO) charges for atoms 1 to 5, given in e: -0.43 -0.36 -0.42 0.03 0.31

***

Here is a molecular structure, C25H19O3PSeW at a distorted geometry from the OMol25 dataset. Energies are from ωB97M-V with the def2-TZVPD basis set.

E_LUMO (spin up / spin down): -8.17 / -8.21 eV
HOMO energy (spin up / spin down): -13.9 / -13.9 eV
Kohn-Sham gap (spin up / spin down): 5.73 / 5.66 eV
E: -108811.178 eV
Energy above the lowest of the compared OMol25 structures with the same formula, charge and spin: 428.6 kJ/mol
Charge: +2

XYZ file:
```
50
Properties=species:S:1:pos:R:3:forces:R:3
W 1.1139 -0.8060 0.5949 -1.47 0.03 -0.90
O 2.9847 0.0581 0.4765 0.43 -1.17 0.34
C 2.3273 1.0440 0.9371 1.02 3.42 -0.64
C 2.1622 2.3610 0.5601 0.63 -1.38 0.25
C 2.8928 3.3114 -0.1895 -0.33 0.69 -0.20
C 2.5630 4.6266 -0.0932 0.31 -0.80 -0.23
C 1.5366 5.0493 0.8234 -0.47 -0.70 0.39
C 0.8120 4.1604 1.5175 -0.06 1.98 0.08
C 0.3745 1.6658 1.8859 -2.62 -0.81 -0.14
P -0.7252 0.7671 0.6025 0.12 1.11 -0.33
C -2.3333 1.5632 0.7835 0.15 -0.51 0.16
C -2.8174 1.7868 2.0718 0.06 -0.06 0.00
C -4.0618 2.3687 2.2272 -0.03 0.06 0.02
C -4.8121 2.7198 1.1124 0.05 -0.05 0.01
C -4.3220 2.4928 -0.1651 -0.01 0.04 -0.06
C -3.0826 1.9052 -0.3403 0.11 -0.12 0.01
C -0.3490 0.6991 -1.2325 0.12 -0.88 1.10
C 0.3752 1.6044 -2.0068 0.17 0.22 -0.49
C 0.6038 1.3403 -3.3509 0.04 0.38 0.56
C 0.1270 0.1769 -3.9335 -0.29 -0.40 0.19
C -0.6119 -0.7247 -3.1782 0.13 -0.06 -0.31
C -0.8433 -0.4781 -1.8384 -0.19 0.05 0.40
H 3.7087 2.9408 -0.7897 0.11 0.02 -0.07
H 3.0991 5.3732 -0.6543 0.14 0.04 -0.03
H 1.3755 6.1025 0.9905 -0.15 0.02 0.13
H 0.0549 4.3564 2.2571 -0.07 -0.23 0.06
H -2.2193 1.5029 2.9253 -0.04 0.01 0.11
H -4.4540 2.5422 3.2169 -0.02 0.01 0.10
H -5.7879 3.1642 1.2367 -0.06 0.04 0.04
H -4.9091 2.7689 -1.0276 -0.03 0.03 -0.06
H -2.6990 1.7224 -1.3327 -0.03 -0.01 -0.11
H 0.7257 2.5366 -1.5896 0.07 0.01 0.04
H 1.1577 2.0523 -3.9408 0.05 0.10 -0.09
H 0.3118 -0.0229 -4.9765 0.04 -0.01 -0.13
H -1.0109 -1.6203 -3.6280 -0.03 -0.07 -0.09
H -1.4899 -1.1382 -1.2593 0.21 0.02 -0.16
O 1.4690 0.7560 2.0273 0.85 -0.63 0.49
O 1.0154 2.8086 1.2731 1.21 -0.33 -0.40
Se 0.7199 -2.9941 0.0456 -0.19 -0.85 -0.07
C 1.0918 -4.8718 0.4544 0.22 -0.01 0.09
C 0.3609 -5.5184 1.4406 -0.13 0.43 0.08
C 0.6175 -6.8585 1.6752 0.02 -0.06 -0.08
C 1.5655 -7.5347 0.9211 0.01 0.08 0.01
C 2.2870 -6.8693 -0.0593 -0.08 -0.04 0.04
C 2.0466 -5.5294 -0.3107 0.05 0.41 -0.15
H -0.3880 -4.9944 2.0150 -0.04 0.03 0.06
H 0.0724 -7.3781 2.4483 -0.09 0.00 0.03
H 1.7375 -8.5856 1.0938 0.05 -0.08 0.05
H 3.0368 -7.3944 -0.6321 0.01 0.01 -0.07
H 2.5917 -5.0111 -1.0857 0.06 0.02 -0.03
```
Positions in Å, forces in eV/Å.

Here are the natural (NBO) charges for atoms 1 to 5, given in e: 1.03 -0.61 0.41 0.17 -0.22

***

Here is CH2N2O2S in the gas phase at a distorted geometry from the OMol25 dataset. Energies are from ωB97M-V with the def2-TZVPD basis set.

E_LUMO: 0.06 eV
HOMO energy: -10.3 eV
Kohn-Sham gap: 10.31 eV
E: -18975.226 eV
Energy above the lowest of the compared OMol25 structures with the same formula, charge and spin: 588.7 kJ/mol
Charge: 0

XYZ file:
```
8
Properties=species:S:1:pos:R:3:forces:R:3
C -1.4961 0.1227 1.2659 -4.60 0.53 1.93
N -2.5678 0.2074 1.7457 2.43 -0.15 -1.20
N -0.2947 -0.0668 0.8140 3.83 0.15 -0.61
O 2.0445 -0.9790 -0.8316 3.69 -0.42 1.63
O -0.0199 0.5592 -0.4422 0.57 -0.64 -0.81
S 0.8453 -0.6311 -1.4453 -4.74 2.79 -2.65
H 0.9962 0.5456 -2.5346 0.00 -1.72 2.10
H 0.4925 0.2420 1.4281 -1.18 -0.54 -0.39
```
Positions in Å, forces in eV/Å.

Here are the natural (NBO) charges for atoms 1 to 5, given in e: 0.38 -0.32 -0.39 -0.89 -0.55